a:
The following is a DFT calculation (the ωB97M-V functional and the def2-TZVPD basis) of 2 unconnected molecules or ions with the total composition C4H8N2O.

- structure (SMILES) = C[C@]1(C#N)CN1.O
- total charge = 0

Last column: Löwdin charge in e.
Positions of all 15 atoms, in Å:
C: -1.388 -0.654 -0.397  -0.02
C: -0.277 0.176 0.206  -0.47
C: 0.105 -0.358 1.528  -0.18
N: 0.172 -0.678 2.641  0.17
C: -0.083 1.636 0.101  -0.11
N: 0.716 0.803 -0.761  0.03
H: -1.016 -1.675 -0.548  0.09
H: -1.666 -0.234 -1.365  0.08
H: -2.269 -0.701 0.250  0.09
H: 0.525 2.078 0.883  0.12
H: -0.874 2.232 -0.323  0.12
H: 0.342 0.817 -1.717  0.12
O: 1.703 -1.517 -0.271  -0.09
H: 2.210 -1.353 0.532  0.04
H: 1.651 -0.619 -0.653  -0.01

---

b:
The following is a DFT calculation (the ωB97M-V functional and the def2-TZVPD basis) of C4H8N2O in the gas phase.

- structure (SMILES) = CN[C@H](C#N)CO
- total charge = 0

Last column: Löwdin charge in e.
Positions of all 15 atoms, in Å:
C: 0.675 0.709 -1.808  -0.11
N: 0.865 0.070 -0.509  -0.07
C: -0.365 -0.082 0.213  -0.38
C: -1.077 1.140 0.682  -0.20
N: -1.542 2.140 1.025  0.16
C: -0.370 -0.922 1.475  -0.25
O: 0.324 -2.143 1.363  -0.03
H: 0.198 1.700 -1.738  0.08
H: 1.639 0.818 -2.311  0.08
H: 0.040 0.071 -2.437  0.09
H: 1.555 0.566 0.047  0.13
H: -1.071 -0.566 -0.476  0.15
H: -1.503 -0.747 1.627  0.14
H: -0.001 -0.469 2.394  0.12
H: 0.633 -2.287 0.452  0.09

---

c:
The following is a DFT calculation (the ωB97M-V functional and the def2-TZVPD basis) of 2 unconnected molecules or ions with the total composition C4H8N2O.

- structure (SMILES) = N#C/C=C/CO.N
- total charge = 0

Last column: Löwdin charge in e.
Positions of all 15 atoms, in Å:
N: 2.514 0.416 -2.372  0.14
C: 1.801 0.152 -1.500  -0.22
C: 0.940 -0.224 -0.410  -0.21
C: -0.232 -0.853 -0.601  -0.13
C: -1.024 -1.250 0.605  -0.26
O: -1.179 -0.146 1.509  -0.09
H: 1.393 -0.143 0.571  0.12
H: -0.498 -1.201 -1.586  0.11
H: -0.462 -2.041 1.117  0.12
H: -2.007 -1.647 0.321  0.11
H: -1.406 -0.513 2.373  0.09
N: 0.191 1.748 -0.037  0.06
H: -0.105 1.643 0.926  0.04
H: 0.653 2.605 -0.282  0.06
H: -0.579 1.454 -0.636  0.06

---

Quick one: least stable of them? c

---

a:
The following is a DFT calculation (the ωB97M-V functional and the def2-TZVPD basis) of C4H8N2O in the gas phase.

- structure (SMILES) = NC(=O)CN1CC1
- total charge = 0

Last column: Löwdin charge in e.
Positions of all 15 atoms, in Å:
N: -1.824 -1.433 -0.310  0.17
C: -1.266 -0.201 -0.465  -0.55
O: -1.206 0.363 -1.546  0.04
C: -0.672 0.405 0.801  -0.12
N: 0.789 0.318 0.881  -0.10
C: 1.582 1.211 0.060  -0.14
C: 1.566 -0.246 -0.214  -0.14
H: -2.110 -1.931 -1.139  0.11
H: -1.732 -1.951 0.549  0.10
H: -0.963 1.459 0.831  0.13
H: -1.092 -0.080 1.692  0.11
H: 1.059 1.835 -0.663  0.11
H: 2.424 1.682 0.565  0.10
H: 1.055 -0.542 -1.129  0.10
H: 2.390 -0.888 0.086  0.10

---

b:
The following is a DFT calculation (the ωB97M-V functional and the def2-TZVPD basis) of C4H8N2O in the gas phase.

- structure (SMILES) = [H]/N=C(/CN)C(=C)O
- total charge = 0

Last column: Löwdin charge in e.
Positions of all 15 atoms, in Å:
H: -0.751 0.009 -2.094  0.05
N: -0.472 -0.646 -1.371  0.16
C: -0.046 -0.130 -0.299  -0.32
C: 0.397 -1.094 0.790  -0.25
N: 0.116 -2.486 0.515  -0.01
C: 0.050 1.320 -0.006  -0.35
C: -0.612 2.234 -0.720  0.09
O: 0.811 1.735 1.048  0.05
H: 1.484 -1.005 0.925  0.12
H: -0.093 -0.825 1.734  0.13
H: -0.886 -2.611 0.404  0.07
H: 0.530 -2.735 -0.378  0.07
H: -1.247 1.964 -1.543  0.06
H: -0.541 3.276 -0.470  0.07
H: 1.259 0.992 1.464  0.08

---

Quick one: least stable of them? b

---

a:
The following is a DFT calculation (the ωB97M-V functional and the def2-TZVPD basis) of a molecular structure, C4H10N2O.

- total charge = 0

Last column: Löwdin charge in e.
Positions of all 17 atoms, in Å:
C: 1.506 0.893 0.206  -0.06
C: -1.076 0.700 -1.533  -0.01
C: 0.765 -0.388 -0.138  -0.52
C: -0.688 -0.247 -0.440  -0.35
N: 1.165 -1.575 0.534  0.12
N: -1.463 -0.880 0.343  0.13
O: 1.675 0.198 -1.011  -0.02
H: 0.341 -2.051 0.882  0.06
H: 1.760 -2.154 -0.048  0.09
H: -0.727 0.146 2.524  0.00
H: -2.442 -0.865 0.065  0.06
H: 1.064 1.874 0.079  0.10
H: 2.371 0.813 0.853  0.11
H: -0.754 0.700 3.103  0.03
H: -2.099 0.518 -1.858  0.08
H: -0.998 1.728 -1.182  0.09
H: -0.402 0.591 -2.379  0.08

---

b:
The following is a DFT calculation (the ωB97M-V functional and the def2-TZVPD basis) of C4H10N2O in the gas phase.

- structure (SMILES) = NCCCC(N)=O
- total charge = 0

Last column: Löwdin charge in e.
Positions of all 17 atoms, in Å:
N: -2.391 -0.083 -1.150  -0.01
C: -1.518 0.324 -0.065  -0.31
C: -0.105 0.729 -0.485  -0.19
C: 0.852 -0.469 -0.520  -0.12
C: 1.486 -0.738 0.840  -0.55
N: 2.248 0.293 1.324  0.15
O: 1.202 -1.701 1.510  0.06
H: -2.054 -0.731 -1.845  0.06
H: -3.209 -0.523 -0.754  0.06
H: -1.454 -0.450 0.722  0.11
H: -1.961 1.134 0.510  0.10
H: 0.225 1.383 0.321  0.10
H: -0.166 1.291 -1.410  0.11
H: 1.540 -0.445 -1.363  0.11
H: 0.250 -1.374 -0.618  0.11
H: 2.442 0.392 2.303  0.11
H: 2.613 0.968 0.678  0.10

---

c:
The following is a DFT calculation (the ωB97M-V functional and the def2-TZVPD basis) of C4H10N2O in the gas phase.

- structure (SMILES) = [H]/N=C(\NC)[C@@H](C)O
- total charge = 0

Last column: Löwdin charge in e.
Positions of all 17 atoms, in Å:
H: 2.879 -0.659 -0.350  0.04
N: 2.049 -0.567 -0.932  0.12
C: 1.003 -0.216 -0.309  -0.45
N: 0.956 0.038 1.026  0.00
C: -0.124 0.620 1.793  -0.09
C: -0.242 -0.070 -1.175  -0.38
C: -1.450 -0.849 -0.668  -0.03
O: -0.618 1.296 -1.312  -0.03
H: 1.830 -0.093 1.516  0.13
H: -0.748 -0.159 2.226  0.08
H: 0.291 1.219 2.602  0.08
H: -0.736 1.261 1.149  0.08
H: 0.053 -0.469 -2.157  0.13
H: -2.186 -0.911 -1.469  0.08
H: -1.156 -1.854 -0.380  0.09
H: -1.909 -0.345 0.175  0.06
H: 0.108 1.759 -1.736  0.10

---

d:
The following is a DFT calculation (the ωB97M-V functional and the def2-TZVPD basis) of 2 unconnected molecules or ions with the total composition C4H10N2O.

- structure (SMILES) = C=C=C(N)O.CN
- total charge = 0

Last column: Löwdin charge in e.
Positions of all 17 atoms, in Å:
C: -2.264 -0.773 -0.913  -0.08
C: -1.343 -0.277 -0.118  -0.19
C: -0.384 0.763 -0.100  -0.51
N: -0.688 1.866 0.676  0.14
O: 0.310 1.076 -1.250  0.04
H: -2.834 -1.645 -0.605  0.03
H: -2.429 -0.412 -1.928  0.04
H: -0.032 2.634 0.614  0.11
H: -1.481 1.771 1.294  0.11
H: 0.087 0.403 -1.910  0.11
C: 1.959 -1.049 0.266  -0.15
N: 1.012 -0.298 1.083  -0.07
H: 2.796 -1.405 0.870  0.07
H: 2.355 -0.428 -0.539  0.07
H: 1.445 -1.899 -0.185  0.08
H: 1.465 0.465 1.582  0.10
H: 0.027 -0.790 1.165  0.10

---

Quick one: least stable of them? d

---

a:
The following is a DFT calculation (the ωB97M-V functional and the def2-TZVPD basis) of C2H3NO2S in the gas phase.

- structure (SMILES) = NOC(=O)C=S
- total charge = 0

Last column: Löwdin charge in e.
Positions of all 9 atoms, in Å:
N: -1.014 1.172 1.276  0.12
O: -0.771 0.194 0.175  -0.07
C: 0.423 -0.291 -0.079  -0.63
O: 1.412 0.120 0.428  0.12
C: 0.267 -1.074 -1.362  -0.50
S: 1.432 -2.122 -1.909  0.75
H: -0.442 1.996 1.087  0.09
H: -0.622 0.825 2.140  0.08
H: -0.685 -0.820 -1.757  0.05

---

b:
The following is a DFT calculation (the ωB97M-V functional and the def2-TZVPD basis) of C2H3NO2S in the gas phase.

- structure (SMILES) = O=CO/C=N\S
- total charge = 0

Last column: Löwdin charge in e.
Positions of all 9 atoms, in Å:
O: 0.005 -2.370 1.612  0.09
C: 0.786 -1.768 0.913  -0.31
O: 0.536 -0.574 0.377  -0.01
C: -0.730 -0.082 0.312  -0.29
N: -1.024 1.010 -0.301  -0.35
S: 0.067 1.827 -1.339  0.73
H: 1.853 -2.054 0.654  0.17
H: -1.517 -0.560 0.849  0.13
H: 1.098 0.962 -1.241  -0.15

---

c:
The following is a DFT calculation (the ωB97M-V functional and the def2-TZVPD basis) of 2 unconnected molecules or ions with the total composition C2H3NO2S.

- total charge = 0

Last column: Löwdin charge in e.
Positions of all 9 atoms, in Å:
C: -0.957 0.280 -0.464  -0.63
C: 1.727 -0.227 -0.401  0.08
N: -1.220 0.303 0.886  -0.49
O: -1.434 1.249 1.635  0.09
O: -1.450 -0.859 1.133  0.07
S: -1.821 0.102 -1.711  0.86
H: 1.742 0.005 -1.447  -0.01
H: 2.008 0.401 0.495  0.03
H: 1.404 -1.254 -0.126  0.01

---

d:
The following is a DFT calculation (the ωB97M-V functional and the def2-TZVPD basis) of 2 unconnected molecules or ions with the total composition C2H3NO2S.

- structure (SMILES) = O=[N+]([O-])S.C#C
- total charge = 0

Last column: Löwdin charge in e.
Positions of all 9 atoms, in Å:
O: -0.778 0.088 -1.645  0.00
N: -1.304 -0.816 -1.063  -0.80
O: -1.528 -1.873 -1.531  0.04
S: -1.695 -0.465 0.575  0.95
H: -2.190 -1.476 1.067  -0.20
C: 1.944 0.733 0.143  -0.02
C: 1.649 1.287 1.179  -0.02
H: 2.569 0.443 -0.620  0.00
H: 1.333 2.078 1.895  0.05

---

Quick one: least stable of them? c